Entry one
C4H8N4 | the ωB97M-V functional and the def2-TZVPD basis

Computed properties:
* highest occupied orbital energy: -8.34 eV
* E_LUMO: 0.0244 hartree
* total charge: 0
* SMILES string: [H]/N=c1\cc[nH]n1NC
* frontier orbital gap: 9.007 eV

Atoms and positions in Å:
C1 -2.22311 0.06733 0.61889
C2 1.59586 -1.24420 0.16131
C3 2.21836 -0.01101 0.00339
C4 0.97883 0.98405 -0.24798
H1 -2.20648 -1.14678 0.74300
H2 -1.67116 0.38546 1.59642
H3 -3.21605 0.41367 0.66280
H4 -2.01794 0.06505 -1.55369
H5 0.45544 -1.70537 -1.26031
H6 1.80028 -2.41463 0.21133
H7 3.09683 0.36512 0.31818
H8 1.76905 2.32832 0.82753
N1 -1.48056 0.54114 -0.76106
N2 -0.20461 0.22605 -0.76928
N3 0.15298 -1.17180 -0.41440
N4 0.95226 2.31760 -0.13612

These are the natural (NBO) partial charges, in e, on atoms 1 to 2:
1. C -0.46
2. C 0.00

=====

Entry two
C4H8N4 | the ωB97M-V functional and the def2-TZVPD basis

Computed properties:
* highest occupied orbital energy: -8.91 eV
* E_LUMO: 0.0228 hartree
* total charge: 0
* SMILES string: [H]/N=C1/NNC[C@H]2N[C@H]12
* frontier orbital gap: 9.533 eV

Atoms and positions in Å:
C1 -1.08287 -0.35097 -0.21192
C2 1.75808 -0.00081 0.49092
C3 0.47577 0.88074 0.39556
C4 -0.36783 0.79828 -0.81310
H1 -2.88411 0.20741 0.56499
H2 -0.51282 -2.06318 0.35140
H3 1.59941 -1.13246 -1.09074
H4 1.82318 -0.25141 1.66719
H5 2.85983 0.16998 -0.15036
H6 -0.08347 0.64620 1.40220
H7 -0.62820 2.28136 0.72936
H8 0.32743 0.67059 -1.63221
N1 -2.27338 -0.57853 0.36889
N2 -0.04086 -1.41587 -0.18189
N3 1.25325 -1.19609 -0.17916
N4 0.03240 1.97736 -0.15220

These are the natural (NBO) partial charges, in e, on atoms 1 to 2:
1. C 0.43
2. C -0.25

=====

Entry three
C4H8N4 | the ωB97M-V functional and the def2-TZVPD basis

Computed properties:
* highest occupied orbital energy: -8.84 eV
* E_LUMO: 0.0227 hartree
* total charge: 0
* SMILES string: C1=N\C=N/CCNN/1
* frontier orbital gap: 9.460 eV

Atoms and positions in Å:
C1 0.66787 0.33078 -0.38177
C2 1.40931 -0.85175 -0.91299
C3 -0.71927 -1.69587 0.06493
C4 -1.31410 0.54317 1.06933
H1 0.55418 -0.06585 0.60522
H2 -0.26676 0.23857 -1.02473
H3 2.28539 -1.29426 -0.39697
H4 1.71978 -0.99313 -2.02985
H5 -1.32185 -2.59225 0.00374
H6 -2.10795 0.88038 1.80016
H7 -0.65018 2.41963 1.22977
H8 0.66920 2.33347 -0.76734
N1 0.36397 -1.88967 -0.68386
N2 -1.44640 -0.70718 0.79313
N3 -0.59659 1.66692 0.63720
N4 0.75340 1.67702 -0.00598

These are the natural (NBO) partial charges, in e, on atoms 1 to 2:
1. C -0.27
2. C -0.26

=====

Most stable structure: entry three

=====

Entry one
C4H8N4 | the ωB97M-V functional and the def2-TZVPD basis

Computed properties:
* highest occupied orbital energy: -8.27 eV
* E_LUMO: 0.0338 hartree
* total charge: 0
* SMILES string: [H]/N=C(/N)N(C=C)N=C
* frontier orbital gap: 9.188 eV

Atoms and positions in Å:
C1 0.79265 -0.72714 0.50007
C2 0.50092 1.52491 -0.42449
C3 -0.27616 2.56460 -0.78209
C4 -2.04951 -0.88333 -0.13654
H1 0.38839 -2.42091 -0.72545
H2 1.19712 -2.69444 0.76968
H3 1.65707 0.60982 1.67597
H4 1.61900 1.62873 -0.26045
H5 0.32760 3.47654 -1.03153
H6 -1.35035 2.50572 -0.91339
H7 -3.03455 -0.89310 -0.62350
H8 -1.79257 -1.49861 0.73744
N1 0.58525 -2.08293 0.25600
N2 1.62656 -0.40329 1.41228
N3 0.05198 0.23529 -0.24862
N4 -1.23795 0.02407 -0.64402

These are the natural (NBO) partial charges, in e, on atoms 1 to 2:
1. C 0.56
2. C -0.01

=====

Entry two
C4H8N4 | the ωB97M-V functional and the def2-TZVPD basis

Computed properties:
* highest occupied orbital energy: -8.35 eV
* E_LUMO: 0.0405 hartree
* total charge: 0
* SMILES string: N/N=C1/CC=CN1N
* frontier orbital gap: 9.453 eV

Atoms and positions in Å:
C1 0.24070 0.56804 -0.19679
C2 -1.02910 1.34321 0.14325
C3 -2.07192 0.30434 -0.02685
C4 -1.52973 -0.87015 -0.40814
H1 3.40116 0.51986 -0.39585
H2 2.30371 -0.48288 -1.16438
H3 -1.30533 2.42749 -0.33334
H4 -0.56545 1.67772 1.10052
H5 -3.16119 0.36344 0.05368
H6 -1.86283 -1.89223 -0.95404
H7 1.36446 -1.61631 0.74156
H8 0.06252 -1.07306 1.51240
N1 2.43023 0.03035 -0.24574
N2 1.40734 0.96581 0.10216
N3 -0.02894 -0.77114 -0.55498
N4 0.34436 -1.49448 0.62652

These are the natural (NBO) partial charges, in e, on atoms 1 to 2:
1. C 0.37
2. C -0.52

=====

Entry three
C4H8N4 | the ωB97M-V functional and the def2-TZVPD basis

Computed properties:
* highest occupied orbital energy: -7.04 eV
* E_LUMO: 0.0335 hartree
* total charge: 0
* SMILES string: Nc1ccc(N)n1N
* frontier orbital gap: 7.955 eV

Atoms and positions in Å:
C1 -1.22403 0.18892 -0.06429
C2 -0.79232 1.49853 -0.02846
C3 0.61095 1.71539 0.16794
C4 1.06522 0.40078 -0.06002
H1 -2.42706 -1.39261 0.88299
H2 -3.23193 0.14352 -0.19403
H3 -1.87080 1.95257 -0.12235
H4 1.18487 2.76041 0.03089
H5 2.85078 0.28596 -0.52864
H6 2.65897 -0.40309 0.91094
H7 -0.37161 -2.36150 -0.55287
H8 1.31901 -1.90848 0.07556
N1 -2.32540 -0.52811 0.04306
N2 2.33330 -0.40880 -0.01110
N3 0.04034 -0.45202 -0.19766
N4 0.22732 -1.73943 0.08092

These are the natural (NBO) partial charges, in e, on atoms 1 to 2:
1. C 0.24
2. C -0.33

=====

Most stable structure: entry one

=====

Entry one
C4H8N4 | the ωB97M-V functional and the def2-TZVPD basis

Computed properties:
* highest occupied orbital energy: -7.32 eV
* E_LUMO: 0.0171 hartree
* total charge: 0
* frontier orbital gap: 7.782 eV

Atoms and positions in Å:
C1 -0.28380 -1.72254 0.67234
C2 -1.09765 0.65272 0.46701
C3 0.76729 0.67099 -0.49979
C4 -0.74295 -0.58993 -0.22751
N1 1.77359 0.59107 0.42258
N2 -1.46476 1.75750 0.76047
N3 0.70259 1.23732 -1.61080
N4 -1.32758 -0.90567 -1.35558
H1 1.75509 -0.15002 1.10286
H2 2.68557 0.94280 0.15908
H3 -2.26500 1.98354 1.33925
H4 1.55856 1.69174 -1.93030
H5 -1.50977 -0.09733 -1.94649
H6 0.02884 -1.39431 1.66604
H7 -1.11541 -2.41495 0.79268
H8 0.53539 -2.25293 0.18813

These are the natural (NBO) partial charges, in e, on atoms 1 to 2:
1. C -0.64
2. C 0.49

=====

Entry two
C4H8N4 | the ωB97M-V functional and the def2-TZVPD basis

Computed properties:
* highest occupied orbital energy: -7.34 eV
* E_LUMO: 0.0349 hartree
* total charge: 0
* frontier orbital gap: 8.291 eV

Atoms and positions in Å:
C1 -0.30507 0.25770 -2.31049
C2 0.00485 -0.64369 0.57195
C3 0.56664 -0.16657 -3.47260
C4 -1.25034 0.95750 2.09956
N1 -0.29240 0.74946 -1.23612
N2 -0.60822 1.38285 -0.22907
N3 -0.55673 0.48537 0.85030
N4 0.00360 -1.56095 1.57812
H1 -0.17357 -0.12677 -4.28632
H2 1.44924 0.58117 -3.73216
H3 0.89865 -1.19416 -3.28612
H4 -0.50589 1.63079 2.51854
H5 -2.17712 1.43334 1.72378
H6 -1.48641 -0.04655 2.74549
H7 0.47728 -2.48057 1.44180
H8 -0.45779 -1.53428 2.48536

These are the natural (NBO) partial charges, in e, on atoms 1 to 2:
1. C 0.26
2. C 0.12

=====

Entry three
C4H8N4 | the ωB97M-V functional and the def2-TZVPD basis

Computed properties:
* highest occupied orbital energy: -7.45 eV
* E_LUMO: -0.0142 hartree
* total charge: 0
* frontier orbital gap: 7.061 eV

Atoms and positions in Å:
C1 0.23624 -0.56518 0.67350
C2 1.52339 -0.82875 0.23490
C3 1.45745 -0.15464 -0.96826
C4 0.27383 0.40379 -1.02482
H1 -1.64229 -1.56870 1.67716
H2 0.55525 -2.40506 2.18486
H3 2.28009 -1.47805 0.59675
H4 1.90765 -0.03283 -2.05119
H5 0.56627 1.81725 -1.99467
H6 -0.74344 0.98142 -2.63002
H7 -1.79506 -0.15745 1.63997
H8 -1.64316 1.87414 1.18667
N1 -0.35841 -1.16236 1.99925
N2 -0.27959 1.40150 -1.85726
N3 -0.54735 0.20375 0.12548
N4 -1.73333 0.67681 0.57520

These are the natural (NBO) partial charges, in e, on atoms 1 to 2:
1. C 0.35
2. C -0.39

=====

Most stable structure: entry one

=====

Entry one
C4H8N4 | the ωB97M-V functional and the def2-TZVPD basis

Computed properties:
* highest occupied orbital energy: -8.88 eV
* E_LUMO: 0.0089 hartree
* total charge: 0
* frontier orbital gap: 9.125 eV

Atoms and positions in Å:
C1 1.20412 -1.87725 -0.11475
C2 0.26699 -0.70289 -0.20097
C3 1.35670 1.79542 0.20588
C4 -2.94677 0.34125 0.16651
H1 1.75116 -2.07381 -0.96495
H2 1.70763 -1.91703 0.95597
H3 0.55001 -2.66501 0.30210
H4 2.16304 0.18099 0.34177
H5 2.41878 2.03426 0.65393
H6 -0.46589 1.73348 -0.77057
H7 -3.41957 -0.62055 0.53698
H8 -3.46235 1.19199 -0.47229
N1 1.17649 0.35014 -0.22633
N2 0.36599 2.62062 -0.17433
N3 -0.98245 -0.78536 -0.04889
N4 -1.68386 0.39374 -0.19006

These are the natural (NBO) partial charges, in e, on atoms 1 to 2:
1. C -0.66
2. C 0.45

=====

Entry two
C4H8N4 | the ωB97M-V functional and the def2-TZVPD basis

Computed properties:
* highest occupied orbital energy: -8.71 eV
* E_LUMO: 0.0404 hartree
* total charge: 0
* SMILES string: c1cn[nH]n1.C=NC
* frontier orbital gap: 9.808 eV

Atoms and positions in Å:
C1 -0.45226 1.81853 1.87882
C2 -1.38464 0.74303 1.50824
C3 1.37280 0.33800 -0.79143
C4 -0.23526 -1.43501 -1.00364
N1 -0.56354 2.63066 0.87739
N2 -1.29599 2.04155 -0.00895
N3 -1.87231 0.91934 0.34871
N4 0.20849 -0.49039 -0.39145
H1 0.37754 1.87999 2.54692
H2 -1.63635 -0.26689 1.94439
H3 1.67593 -0.01510 -1.79511
H4 1.00297 1.34247 -0.80393
H5 2.17313 0.28153 0.02639
H6 0.29238 -1.60696 -2.08088
H7 -1.53497 2.58473 -0.80351
H8 -1.00227 -2.03176 -0.56220

These are the natural (NBO) partial charges, in e, on atoms 1 to 2:
1. C -0.11
2. C -0.05

=====

Entry three
C4H8N4 | the ωB97M-V functional and the def2-TZVPD basis

Computed properties:
* highest occupied orbital energy (spin up / spin down): -7.97 / -7.97 eV
* E_LUMO (spin up / spin down): 0.0190 / 0.0190 hartree
* total charge: 0
* SMILES string: [H]/N=C1/[C@@H](/C(N)=N\[H])N1C
* frontier orbital gap (spin up / spin down): 8.484 / 8.484 eV

Atoms and positions in Å:
C1 2.36146 -0.06878 0.08912
C2 -1.31161 0.72593 -0.39103
C3 -0.26524 -1.29837 0.55000
N1 -0.97414 1.84838 0.25772
C4 0.05684 -0.28618 -0.45797
N2 0.97866 -0.04782 0.52181
N3 -2.42052 0.42937 -0.93058
N4 -1.16973 -2.10172 0.66312
H1 -1.66078 2.58865 0.27740
H2 -0.07206 1.75959 0.74310
H3 -2.40818 -0.50602 -1.34501
H4 -1.63271 -2.24579 1.56086
H5 0.27655 -0.62923 -1.46808
H6 2.50963 0.48040 -0.85373
H7 2.75219 -1.08507 -0.05272
H8 2.97963 0.43667 0.83600

These are the natural (NBO) partial charges, in e, on atoms 1 to 2:
1. C -0.43
2. C 0.46

=====

Most stable structure: entry two

=====

Entry one
C5H10N3 | the ωB97M-V functional and the def2-TZVPD basis

Computed properties:
* highest occupied orbital energy (spin up / spin down): -14.10 / -14.09 eV
* E_LUMO (spin up / spin down): -0.2191 / -0.2190 hartree
* total charge: +1
* frontier orbital gap (spin up / spin down): 8.134 / 8.134 eV

Atoms and positions in Å:
C1 2.33056 -1.28760 0.23367
C2 3.13311 -0.31568 -0.07455
C3 0.48599 -0.32968 -0.62096
C4 -1.77269 -0.05176 0.73048
C5 -1.19758 -0.49110 -0.58179
N1 1.08780 -1.58658 -0.07365
N2 0.79366 0.82302 0.09930
N3 2.72398 0.89045 0.28545
H1 0.94880 -0.31403 -1.70148
H2 -2.72816 -0.67003 0.74953
H3 -2.09174 0.98814 0.87198
H4 -0.87376 -0.16255 1.56208
H5 -1.44768 0.20975 -1.38175
H6 -1.49370 -1.44391 -0.81511
H7 0.58963 -2.38647 0.18972
H8 0.71594 1.68476 -0.39830
H9 2.44491 1.11123 1.24447
H10 2.87812 1.58626 -0.43320

These are the natural (NBO) partial charges, in e, on atoms 1 to 2:
1. C 0.33
2. C 0.00

=====

Entry two
C5H10N3 | the ωB97M-V functional and the def2-TZVPD basis

Computed properties:
* highest occupied orbital energy: -13.70 eV
* E_LUMO: -0.2975 hartree
* total charge: +1
* frontier orbital gap: 5.603 eV

Atoms and positions in Å:
C1 -1.04443 1.79229 -0.12172
C2 0.28707 1.26030 -0.83043
C3 0.28264 -0.18349 -0.87044
C4 0.17652 -1.04395 0.31491
N1 0.28897 -2.28662 -0.21333
C5 0.20813 -2.16119 -1.58289
N2 0.19119 -0.90836 -1.99529
N3 -1.11486 1.53170 1.27895
H1 -1.88419 1.29007 -0.60080
H2 -1.13813 2.86201 -0.29227
H3 1.14244 1.63561 -0.26385
H4 0.31828 1.61571 -1.86040
H5 1.98835 -1.21321 2.63102
H6 0.07330 -3.10412 0.34299
H7 0.18453 -3.04188 -2.21160
H8 1.50130 -0.72686 2.90997
H9 -0.96106 0.56247 1.53455
H10 -0.50005 2.11952 1.83063

These are the natural (NBO) partial charges, in e, on atoms 1 to 2:
1. C -0.19
2. C -0.49

=====

Entry three
C5H10N3 | the ωB97M-V functional and the def2-TZVPD basis

Computed properties:
* highest occupied orbital energy: -14.25 eV
* E_LUMO: -0.1678 hartree
* total charge: +1
* SMILES string: [H]/N=C1/CC=C[N@@H+](C)N1
* frontier orbital gap: 9.689 eV

Atoms and positions in Å:
C1 0.27926 1.70540 -0.10267
C2 -0.79389 0.93509 -0.17125
C3 1.82348 -0.21221 0.05377
C4 1.49956 1.20009 0.55350
C5 -1.89180 -1.08780 0.29688
N1 3.05943 -0.45693 -0.16626
N2 0.72656 -1.10416 0.07330
N3 -0.72485 -0.29088 0.45318
H1 0.24772 2.68481 -0.54505
H2 -1.57458 0.84163 -0.85261
H3 2.31154 1.92436 0.29516
H4 1.15184 1.25448 1.62353
H5 -2.81216 -0.37454 0.19227
H6 -1.74953 -1.65442 -0.64308
H7 -2.09341 -1.80480 1.14788
H8 3.20195 -1.36904 -0.59420
H9 0.45540 -1.47760 -0.86510
H10 -0.48612 -0.18196 1.43137

These are the natural (NBO) partial charges, in e, on atoms 1 to 2:
1. C -0.05
2. C -0.12

=====

Entry four
C5H10N3 | the ωB97M-V functional and the def2-TZVPD basis

Computed properties:
* highest occupied orbital energy: -12.94 eV
* E_LUMO: -0.1314 hartree
* total charge: +1
* SMILES string: NCCc1c[nH]c[nH+]1
* frontier orbital gap: 9.361 eV

Atoms and positions in Å:
C1 -0.76699 1.18537 1.46588
C2 -0.38258 1.44487 -0.03736
C3 0.31598 0.20331 -0.58723
C4 0.52426 -0.24968 -1.88985
N1 1.19055 -1.38932 -1.80650
C5 1.43019 -1.62583 -0.48647
N2 0.79173 -0.70235 0.27180
N3 -1.68063 0.06306 1.59668
H1 0.09183 0.87761 2.04548
H2 -1.34014 2.20175 1.81683
H3 -1.29249 1.47106 -0.67171
H4 0.08050 2.52424 0.14482
H5 0.25428 0.32888 -2.76622
H6 1.50090 -2.22770 -2.61923
H7 1.94101 -2.44930 -0.03037
H8 0.81824 -0.71619 1.30524
H9 -1.11503 -0.92559 1.45601
H10 -2.36160 -0.01419 0.79221

These are the natural (NBO) partial charges, in e, on atoms 1 to 2:
1. C -0.22
2. C -0.48

=====

Most stable structure: entry four

=====

Entry one
C5H10N3 | the ωB97M-V functional and the def2-TZVPD basis

Computed properties:
* highest occupied orbital energy: -13.67 eV
* E_LUMO: -0.1239 hartree
* total charge: +1
* SMILES string: CN=C=[NH+][C@@H]1N[C@H]1C
* frontier orbital gap: 10.302 eV

Atoms and positions in Å:
C1 0.33211 -1.54364 0.14015
C2 -0.61552 0.96348 -0.59974
C3 -1.52037 -0.18954 -0.31933
C4 2.64553 -1.46641 1.10444
C5 -0.81583 2.36108 -0.03664
N1 1.48014 -1.48351 0.31793
N2 -0.86345 -1.48747 -0.26341
N3 -1.41490 0.31815 -1.65920
H1 0.37732 0.66154 -0.74634
H2 -2.36401 -0.30089 0.22820
H3 3.14960 -0.42193 0.83467
H4 3.44294 -2.05270 0.79249
H5 2.50143 -1.72123 2.12978
H6 -0.79920 3.23440 -0.78960
H7 -0.27253 2.58003 0.92128
H8 -1.76886 2.21170 0.35814
H9 -1.42602 -2.40884 -0.21514
H10 -2.06838 0.74575 -2.19767

These are the natural (NBO) partial charges, in e, on atoms 1 to 2:
1. C 0.74
2. C -0.04

=====

Entry two
C5H10N3 | the ωB97M-V functional and the def2-TZVPD basis

Computed properties:
* highest occupied orbital energy: -12.92 eV
* E_LUMO: -0.1187 hartree
* total charge: +1
* SMILES string: Cc1cc(=[NH2+])[nH]n1C
* frontier orbital gap: 9.686 eV

Atoms and positions in Å:
C1 0.85818 -1.15882 -0.09013
C2 -0.44824 -0.67874 -0.10684
C3 1.72121 -0.04069 0.01209
C4 -1.75940 -1.47510 -0.15938
C5 -1.55796 1.57458 0.11412
N1 1.00359 1.16602 0.16218
N2 -0.47185 0.62076 0.00929
N3 2.97303 -0.07860 -0.27857
H1 1.23391 -2.15279 -0.12654
H2 -2.55563 -0.69137 -0.44377
H3 -1.70969 -2.19953 -0.94511
H4 -1.90680 -1.95757 0.77116
H5 -1.99001 1.40272 1.15912
H6 -1.11591 2.55088 0.10643
H7 -2.39219 1.50336 -0.57892
H8 1.11803 1.84464 0.95271
H9 3.48636 -0.93691 -0.25203
H10 3.51338 0.70717 -0.30583

These are the natural (NBO) partial charges, in e, on atoms 1 to 2:
1. C -0.42
2. C 0.33

=====

Most stable structure: entry two